[1]
The following is a DFT calculation (ωB97M-V/def2-TZVPD) of a structure of composition C45H40BClKN13SSb.

Last column: Mulliken spin population.
Cartesian coordinates (Å):
K: 0.3015 -0.8905 0.3147  0.007
C: -1.4105 0.9113 4.5539  0.015
C: -0.8536 1.1749 3.2941  0.013
N: -0.3700 0.0731 2.7373  -0.049
N: -0.6001 -0.9190 3.6230  0.015
C: -1.2327 -0.4440 4.7161  0.001
B: -0.3093 -2.4087 3.3133  0.003
N: -1.3633 -2.9591 2.3417  0.001
C: -1.5471 -4.2460 1.9780  0.000
C: -2.4415 -4.2748 0.9350  0.000
C: -2.7394 -2.9199 0.7081  0.000
N: -2.0861 -2.1327 1.5489  0.000
N: 1.0938 -2.5792 2.6631  0.000
C: 2.3095 -2.3703 3.2173  -0.001
C: 3.2693 -2.6808 2.2818  0.000
C: 2.5294 -3.0842 1.1584  0.000
N: 1.2267 -3.0347 1.3930  0.001
N: -0.4060 -3.1684 4.6485  0.000
C: -1.4389 -3.8919 5.1385  0.000
C: -1.1458 -4.2210 6.4410  0.000
C: 0.1110 -3.6325 6.6655  0.000
N: 0.5458 -2.9968 5.5903  0.000
H: -1.8735 1.6018 5.2376  0.001
H: -0.7849 2.1170 2.7730  -0.018
H: -1.4934 -1.0959 5.5334  0.001
H: -1.0181 -5.0423 2.4753  0.000
H: -2.8156 -5.1391 0.4144  0.000
H: -3.4010 -2.4827 -0.0249  0.000
H: 2.3878 -2.0538 4.2433  0.000
H: 4.3390 -2.6266 2.3935  0.000
H: 2.8836 -3.4278 0.1982  0.000
H: -2.3051 -4.1061 4.5358  0.000
H: -1.7454 -4.8000 7.1216  0.000
H: 0.7143 -3.6475 7.5598  0.000
N: 3.6940 1.2953 3.4441  -0.005
C: 2.6407 0.8221 2.7420  0.011
N: 2.6323 0.5640 1.4824  0.015
C: 3.7976 0.7788 0.7578  -0.002
N: 3.9127 0.5051 -0.4934  0.003
N: 2.7566 0.0836 -1.1173  -0.001
C: 2.9844 -0.7347 -2.0627  0.001
C: 1.9060 -1.2304 -2.9387  0.000
C: 2.2078 -1.5197 -4.2666  0.000
C: 1.1893 -1.9251 -5.1121  0.000
C: -0.0908 -2.0450 -4.5986  0.000
C: -0.2906 -1.7608 -3.2554  0.000
N: 0.6762 -1.3637 -2.4349  0.000
C: 4.9836 1.3158 1.4480  0.016
C: 6.1845 1.5831 0.7885  -0.004
C: 7.2690 2.0795 1.4812  0.000
C: 7.1726 2.3162 2.8529  0.000
C: 5.9957 2.0605 3.5243  0.000
C: 4.9039 1.5619 2.8162  -0.003
H: 3.5989 1.4342 4.4357  0.000
H: 1.7368 0.6452 3.3126  -0.022
H: 4.0060 -1.0434 -2.2940  0.000
H: 3.2235 -1.4106 -4.6237  0.000
H: 1.3920 -2.1426 -6.1527  0.000
H: -0.9215 -2.3573 -5.2156  0.000
H: -1.2767 -1.8631 -2.8159  0.000
H: 6.2355 1.3871 -0.2732  0.000
H: 8.1960 2.2838 0.9627  0.000
H: 8.0246 2.7027 3.3966  0.000
H: 5.9116 2.2422 4.5891  0.000
S: -2.0298 0.7889 -2.0198  0.002
Sb: -2.7798 2.7975 -1.3667  -0.008
C: -1.3714 4.3473 -1.5944  -0.032
C: -0.4203 4.1940 -2.5965  0.027
C: 0.5084 5.1999 -2.8242  -0.013
C: 0.4912 6.3495 -2.0482  0.018
C: -0.4531 6.4979 -1.0407  -0.012
C: -1.3886 5.4989 -0.8144  0.024
C: -4.4304 3.5127 -2.4737  -0.001
C: -5.5771 2.7279 -2.5491  0.000
C: -6.6754 3.1761 -3.2664  0.000
C: -6.6296 4.4060 -3.9109  0.000
C: -5.4866 5.1876 -3.8395  0.001
C: -4.3846 4.7421 -3.1202  0.001
C: -3.5358 2.7222 0.5972  0.017
C: -4.1706 3.8122 1.1880  -0.005
C: -4.7434 3.6736 2.4428  0.000
C: -4.6983 2.4461 3.0952  0.000
C: -4.0766 1.3589 2.5006  0.001
C: -3.4881 1.4957 1.2503  -0.015
H: -0.3904 3.2795 -3.1791  0.001
H: 1.2538 5.0780 -3.5993  0.000
H: 1.2216 7.1293 -2.2210  0.001
H: -0.4589 7.3904 -0.4283  0.000
H: -2.1157 5.6180 -0.0185  0.000
H: -5.6129 1.7630 -2.0556  0.000
H: -7.5668 2.5651 -3.3253  0.000
H: -7.4875 4.7532 -4.4722  0.000
H: -5.4492 6.1442 -4.3447  0.000
H: -3.4919 5.3553 -3.0695  0.002
H: -4.2432 4.7624 0.6692  0.000
H: -5.2356 4.5188 2.9069  0.000
H: -5.1547 2.3391 4.0712  0.000
H: -4.0296 0.4035 3.0068  0.000
H: -2.9960 0.6449 0.7898  0.000
Cl: 1.9090 3.5904 -0.2699  0.123
C: 0.4861 3.1313 0.5160  0.767
H: 0.1264 2.1250 0.3655  0.121
H: 0.1242 3.7814 1.2954  -0.018

For the HOMO energy (alpha / beta), the calculation gives -0.2856 / -0.2918 Eh. The relative energy (zero: lowest compared OMol25 entry of this formula, charge and spin) is 23.0 kcal per mole. As for the charge: 0. As for the multiplicity: 2. As for the frontier orbital gap (alpha / beta): 0.289 / 0.293 hartree.

[2]
The following is a DFT calculation (ωB97M-V/def2-TZVPD) of a structure of composition C45H40Cl2N6O5PSTl at a distorted geometry.

Last column: Mulliken charge in e.
Cartesian coordinates (Å):
Tl: -0.6682 0.1017 1.4576  1.580
C: -6.3357 1.4783 2.4471  -0.553
C: -5.5106 0.5295 1.8641  -0.937
C: -4.1409 0.6293 1.9964  0.332
C: -3.5871 1.7118 2.6798  -0.351
C: -4.4222 2.6683 3.2707  -0.617
C: -5.7880 2.5364 3.1623  -0.526
N: -2.2151 1.7510 2.7941  1.190
N: -1.7117 2.7813 3.3301  -0.748
C: -0.3432 2.8179 3.4787  -0.723
C: 0.1222 3.7955 4.3705  -0.603
C: 1.4756 3.9971 4.5158  -0.564
C: 2.3646 3.2111 3.7914  -0.798
C: 1.8880 2.2044 2.9633  -0.526
C: 0.5312 1.9881 2.7472  1.226
H: -7.4106 1.3949 2.3492  0.368
H: -5.9225 -0.2946 1.3032  0.488
H: -3.4833 -0.1101 1.5632  0.379
H: -3.9700 3.4890 3.8103  0.412
H: -6.4374 3.2588 3.6399  0.359
H: -0.6053 4.3472 4.9524  0.426
H: 1.8442 4.7638 5.1879  0.335
H: 3.4331 3.3818 3.8793  0.388
H: 2.6073 1.5932 2.4299  0.146
Cl: 1.7166 -1.3036 2.9122  0.134
C: 3.1604 -1.5965 2.0089  -0.096
C: 4.1627 -2.3753 2.5817  -0.574
C: 5.3575 -2.5789 1.9186  -0.767
C: 5.5666 -1.9820 0.6861  -0.900
C: 4.5611 -1.2325 0.1108  -0.455
C: 3.3320 -1.0458 0.7413  -0.172
P: 2.0266 -0.1251 -0.1822  2.787
C: 3.0228 1.4699 -0.4221  1.219
C: 2.2910 2.4476 -1.0985  -0.817
C: 2.7383 3.7484 -1.2057  -1.049
C: 3.9170 4.1207 -0.5793  -0.719
C: 4.6321 3.1797 0.1396  -0.710
C: 4.1895 1.8702 0.2222  -0.755
C: 2.4241 -0.8813 -1.8103  -0.110
C: 2.4620 -0.1748 -3.0057  -0.730
C: 2.6885 -0.8272 -4.2043  -0.718
C: 2.8708 -2.1977 -4.2382  -0.696
C: 2.8400 -2.9129 -3.0528  -0.931
C: 2.6210 -2.2635 -1.8567  -0.085
H: 3.9967 -2.8175 3.5514  0.514
H: 6.1272 -3.1943 2.3639  0.354
H: 6.5088 -2.0995 0.1705  0.412
H: 4.7209 -0.7665 -0.8515  0.584
H: 1.3349 2.1694 -1.5261  0.362
H: 2.1538 4.4818 -1.7469  0.391
H: 4.2576 5.1470 -0.6253  0.361
H: 5.5367 3.4747 0.6581  0.382
H: 4.7637 1.1575 0.7997  0.230
H: 2.3297 0.8967 -3.0158  0.320
H: 2.7151 -0.2593 -5.1241  0.399
H: 3.0408 -2.7033 -5.1785  0.392
H: 2.9846 -3.9861 -3.0587  0.406
H: 2.5872 -2.8364 -0.9430  0.455
N: -0.9826 -3.8669 -5.8354  -0.660
C: -1.6984 -3.1296 -4.8839  1.119
C: -2.2156 -3.7524 -3.7492  -0.698
C: -2.9643 -3.0269 -2.8413  -0.204
C: -3.2109 -1.6849 -3.0557  -0.890
C: -2.7190 -1.0591 -4.1841  -0.140
C: -1.9605 -1.7759 -5.0920  -0.819
S: -4.0858 -0.7707 -1.7613  1.632
O: -5.0462 0.1109 -2.3952  -0.816
O: -4.6672 -1.7944 -0.9201  -0.816
N: -2.9626 -0.0098 -0.8952  0.103
C: -2.3941 1.0861 -1.3335  -0.284
N: -1.6423 1.7705 -0.4279  0.573
C: -1.1294 2.9202 -0.7912  -0.444
C: -1.3012 3.4560 -2.0641  -1.067
C: -1.9827 2.6386 -2.9553  -0.297
N: -2.5137 1.4862 -2.6227  -0.414
H: -0.5141 -4.6795 -5.4574  0.233
H: -0.3650 -3.2987 -6.3982  0.231
H: -2.0221 -4.8059 -3.5879  0.247
H: -3.3570 -3.4791 -1.9435  0.498
H: -2.9217 -0.0073 -4.3095  0.529
H: -1.5491 -1.2846 -5.9656  0.274
H: -0.5390 3.4229 -0.0333  0.531
H: -0.8840 4.4116 -2.3495  0.421
H: -2.0953 2.9250 -4.0001  0.382
Cl: -1.9830 0.3140 6.7588  -0.292
C: -1.1330 -0.2776 5.3332  0.631
C: -1.9382 -1.3704 4.5250  0.250
O: -2.8286 -1.9825 5.0963  -0.785
O: -1.5101 -1.5090 3.3606  -0.442
H: -0.1907 -0.7114 5.6773  0.249
H: -0.9268 0.5775 4.6916  -0.665
C: -0.3668 -4.0774 0.2452  -0.779
O: 0.5717 -3.0534 0.5514  -0.237
C: 0.4832 -1.8620 -0.0160  0.125
C: -0.3516 -1.7443 -1.2607  -1.063
H: -1.3820 -3.7408 0.4666  0.228
H: -0.1151 -4.9274 0.8789  0.286
H: -0.2945 -4.3633 -0.8094  0.303
H: 0.0048 -2.4415 -2.0264  0.192
H: -0.2593 -0.7307 -1.6520  0.052
H: -1.4093 -1.9319 -1.0907  0.621

For the HOMO energy, the calculation gives -0.0613 Eh. The relative energy (zero: lowest compared OMol25 entry of this formula, charge and spin) is 27.8 kcal per mole. As for the charge: -2. As for the frontier orbital gap: 0.204 hartree.

[3]
The following is a DFT calculation (ωB97M-V/def2-TZVPD) of a structure of composition C45H40NO2P3Pd at a distorted geometry.

Last column: Mulliken charge in e.
Cartesian coordinates (Å):
Pd: 0.8455 -0.4817 -0.0622  0.466
C: -2.9732 -2.9066 0.3379  -0.750
N: -1.7488 -2.0982 0.3895  0.120
P: -1.1832 -1.3209 1.8156  1.327
C: 0.4055 -2.1707 2.0116  0.949
C: 1.0581 -2.1262 3.2515  -1.522
C: 2.2499 -2.8003 3.4255  -0.538
C: 2.8198 -3.5103 2.3678  -0.662
C: 2.1780 -3.5720 1.1474  -0.803
C: 0.9706 -2.9053 0.9505  -0.459
C: -2.2716 -1.9317 3.1085  0.481
C: -2.0760 -3.2119 3.6250  -0.302
C: -2.8556 -3.6407 4.6876  -0.918
C: -3.8351 -2.8103 5.2160  -0.604
C: -4.0351 -1.5392 4.6941  -0.832
C: -3.2520 -1.0946 3.6417  -0.535
P: -1.2250 -1.1447 -0.9320  0.649
C: -2.4456 0.1784 -1.1392  1.475
C: -3.3298 0.5416 -0.1301  -0.121
C: -4.2369 1.5695 -0.3408  -1.022
C: -4.2473 2.2479 -1.5513  -0.700
C: -3.3551 1.8968 -2.5554  -0.735
C: -2.4503 0.8665 -2.3515  -0.815
C: -1.3949 -2.1631 -2.3957  0.486
C: -2.6559 -2.4516 -2.9253  -0.468
C: -2.7532 -3.2669 -4.0393  -0.867
C: -1.6030 -3.7705 -4.6393  -0.572
C: -0.3498 -3.4640 -4.1291  -0.795
C: -0.2418 -2.6611 -3.0038  -0.431
H: -3.0681 -3.4854 1.2517  0.476
H: -2.8865 -3.5989 -0.4991  0.353
H: -3.8746 -2.3044 0.2068  0.284
H: 0.6007 -1.6081 4.0822  0.583
H: 2.7317 -2.7913 4.3943  0.469
H: 3.7518 -4.0404 2.5169  0.441
H: 2.5973 -4.1610 0.3419  0.471
H: 0.4021 -3.1114 0.0536  0.257
H: -1.3141 -3.8622 3.2121  0.552
H: -2.6807 -4.6188 5.1150  0.473
H: -4.4420 -3.1558 6.0421  0.442
H: -4.7833 -0.8842 5.1193  0.451
H: -3.3809 -0.0912 3.2543  0.395
H: -3.3255 0.0181 0.8223  0.021
H: -4.9374 1.8406 0.4380  0.517
H: -4.9558 3.0492 -1.7135  0.456
H: -3.3655 2.4294 -3.4976  0.482
H: -1.7565 0.5808 -3.1348  0.569
H: -3.5474 -2.0269 -2.4797  0.507
H: -3.7270 -3.5020 -4.4472  0.449
H: -1.6867 -4.3910 -5.5216  0.435
H: 0.5398 -3.8451 -4.6122  0.470
H: 0.7295 -2.3975 -2.5999  0.404
C: 4.0763 3.0426 -4.8705  -0.531
C: 3.5554 3.9721 -3.9823  -0.851
C: 2.7622 3.5601 -2.9199  -0.275
C: 2.5137 2.2018 -2.7442  0.678
C: 3.0522 1.2658 -3.6250  -0.396
C: 3.8323 1.6874 -4.6883  -0.711
P: 1.6180 1.6100 -1.2793  0.754
C: 0.8049 3.0746 -0.6116  0.407
C: -0.3124 3.5076 -1.3269  -0.377
C: -0.9916 4.6506 -0.9347  -0.842
C: -0.5601 5.3567 0.1802  -0.682
C: 0.5466 4.9194 0.8974  -0.766
C: 1.2269 3.7737 0.5135  -0.225
C: 3.0318 1.0905 -0.2799  0.725
C: 4.1724 1.8408 -0.0044  -0.540
C: 5.2244 1.2240 0.6507  -1.018
C: 5.1396 -0.1197 0.9943  -0.701
C: 3.9963 -0.8674 0.7151  -0.153
C: 2.9384 -0.2355 0.0964  0.140
H: 4.6726 3.3756 -5.7095  0.411
H: 3.7647 5.0252 -4.1142  0.425
H: 2.3574 4.2892 -2.2308  0.453
H: 2.8628 0.2092 -3.4703  0.344
H: 4.2480 0.9657 -5.3784  0.425
H: -0.6313 2.9535 -2.2020  0.545
H: -1.8482 4.9909 -1.5018  0.477
H: -1.0816 6.2539 0.4865  0.429
H: 0.8882 5.4877 1.7532  0.492
H: 2.0876 3.4328 1.0744  0.549
H: 4.2273 2.8797 -0.3086  0.555
H: 6.1255 1.7808 0.8708  0.455
H: 5.9729 -0.6081 1.4833  0.445
H: 3.9805 -1.9114 0.9723  0.469
C: 0.4690 2.0127 3.7038  -1.515
C: 0.1359 1.0195 2.6251  0.318
O: -0.7064 0.0703 2.9730  -0.347
O: 0.6050 1.1245 1.5131  -0.142
H: 0.2828 1.5877 4.6871  0.430
H: -0.1742 2.8838 3.5683  0.326
H: 1.5057 2.3214 3.6039  0.363

For the HOMO energy (alpha / beta), the calculation gives -0.4836 / -0.4835 Eh. As for the charge: +2. As for the frontier orbital gap (alpha / beta): 0.212 / 0.212 hartree.

[4]
The following is a DFT calculation (ωB97M-V/def2-TZVPD) of a structure of composition C45H41AsN9O2S3Ti at a distorted geometry.

Last column: Mulliken spin population.
Cartesian coordinates (Å):
Ti: 0.3326 -0.9609 -0.0233  1.682
C: 1.5197 -6.3233 -1.6256  0.001
C: 0.3643 -5.4757 -1.9967  0.000
N: -0.5971 -5.7905 -2.7957  0.000
N: -1.4115 -4.6958 -2.8135  -0.001
C: -0.9696 -3.6903 -2.0459  0.001
S: -1.6328 -2.1872 -1.7728  -0.005
N: 0.1753 -4.1937 -1.5095  0.003
N: 0.9960 -3.4444 -0.6840  0.020
H: 1.3651 -7.3212 -2.0263  0.000
H: 1.6214 -6.3762 -0.5412  0.000
H: 2.4467 -5.9232 -2.0404  0.000
H: -2.2404 -4.6849 -3.3804  0.000
H: 1.9607 -3.5516 -0.9786  -0.002
H: 0.9301 -3.7307 0.3014  -0.001
C: -3.4959 -2.4770 3.4987  0.000
N: -2.8393 -1.1904 3.4490  0.003
C: -3.1080 -0.0945 4.2389  0.000
C: -2.2779 0.8871 3.8721  0.004
N: -1.4705 0.4026 2.8309  0.017
C: -1.8517 -0.8933 2.5700  0.029
S: -1.3731 -1.9741 1.3860  -0.016
C: -0.4198 1.1444 2.2635  -0.005
C: -0.0994 2.3568 2.8744  0.001
C: 0.9129 3.1515 2.3972  0.012
C: 1.6297 2.6890 1.3024  0.000
C: 1.2692 1.4842 0.7619  0.090
N: 0.2480 0.6922 1.1791  -0.071
H: -4.1905 -2.4883 4.3347  0.000
H: -2.7560 -3.2671 3.6218  0.001
H: -4.0386 -2.6611 2.5711  0.001
H: -3.8760 -0.0985 4.9923  0.000
H: -2.2441 1.8929 4.2369  0.001
H: -0.6438 2.6772 3.7464  0.000
H: 1.1511 4.0941 2.8697  -0.001
H: 2.4501 3.2499 0.8770  0.000
H: 1.8446 1.1034 -0.0663  -0.017
O: 1.1671 -3.4835 2.0789  -0.002
S: 2.0853 -2.3758 2.2964  0.014
O: 3.4399 -2.7510 2.5801  0.002
N: 1.9830 -1.3690 1.0240  -0.033
C: 3.1203 -1.0423 0.2729  0.010
C: 4.4022 -0.8434 0.7560  0.046
C: 5.4696 -0.6404 -0.1298  -0.023
C: 5.2921 -0.6765 -1.4878  0.036
C: 3.9974 -0.8351 -2.0203  -0.026
C: 3.7214 -0.9232 -3.4036  0.085
C: 2.4203 -1.0590 -3.8158  -0.049
C: 1.3853 -1.0225 -2.8805  0.125
N: 1.5922 -0.9242 -1.5646  -0.003
C: 2.8980 -0.9244 -1.1305  0.002
C: 1.4450 -1.4966 3.7011  0.010
C: 0.5388 -2.1353 4.5353  0.004
C: 0.1019 -1.4893 5.6809  -0.001
C: 0.5830 -0.2225 5.9876  0.001
C: 1.5005 0.3996 5.1528  -0.001
C: 1.9327 -0.2359 3.9980  -0.001
H: 4.5909 -0.8956 1.8171  0.003
H: 6.4590 -0.4844 0.2803  -0.001
H: 6.1332 -0.5723 -2.1614  0.000
H: 4.5352 -0.8850 -4.1165  0.005
H: 2.1776 -1.1594 -4.8649  -0.001
H: 0.3532 -1.0318 -3.2043  0.013
H: 0.2024 -3.1307 4.2762  0.003
H: -0.5989 -1.9806 6.3438  0.000
H: 0.2527 0.2795 6.8881  0.000
H: 1.8873 1.3785 5.4050  0.000
H: 2.6565 0.2331 3.3396  0.000
C: -3.7789 2.2066 -5.3591  0.000
C: -4.2698 1.5559 -4.2378  0.000
C: -3.4214 1.2319 -3.1897  0.002
C: -2.0723 1.5697 -3.2392  0.001
C: -1.5770 2.1812 -4.3892  0.000
C: -2.4268 2.5042 -5.4365  0.001
As: -0.8511 1.1645 -1.7220  0.003
C: 0.3243 2.7121 -2.0350  0.001
C: -0.1281 4.0262 -2.1304  -0.005
C: 0.7566 5.0616 -2.3901  0.000
C: 2.1068 4.8002 -2.5813  0.001
C: 2.5619 3.4907 -2.5431  0.006
C: 1.6739 2.4582 -2.2775  0.026
C: -2.1787 1.8039 -0.4246  -0.024
C: -3.1823 0.8839 -0.1161  0.019
C: -4.2705 1.2473 0.6629  -0.014
C: -4.3555 2.5351 1.1712  0.002
C: -3.3364 3.4409 0.9172  0.000
C: -2.2570 3.0799 0.1210  0.005
H: -4.4426 2.4811 -6.1683  0.000
H: -5.3199 1.3007 -4.1740  0.000
H: -3.8229 0.7176 -2.3275  0.002
H: -0.5238 2.4188 -4.4665  -0.001
H: -2.0290 2.9946 -6.3159  0.000
H: -1.1836 4.2459 -2.0288  -0.001
H: 0.3908 6.0784 -2.4546  0.000
H: 2.8011 5.6069 -2.7768  0.000
H: 3.6052 3.2655 -2.7258  0.001
H: 2.0379 1.4380 -2.2750  -0.011
H: -3.1158 -0.1297 -0.4946  0.023
H: -5.0491 0.5227 0.8700  0.000
H: -5.2128 2.8317 1.7624  0.000
H: -3.3902 4.4428 1.3262  0.000
H: -1.4693 3.7991 -0.0607  0.000

For the HOMO energy (alpha / beta), the calculation gives -0.2968 / -0.3703 Eh. The relative energy (zero: lowest compared OMol25 entry of this formula, charge and spin) is 42.2 kcal per mole. As for the charge: +1. As for the multiplicity: 3. As for the frontier orbital gap (alpha / beta): 0.204 / 0.278 hartree.

Quick rundown of molar mass, same order as above: 1002.096; 1083.182; 826.162; 958.874 g mol⁻¹